1.
70
Properties=species:S:1:pos:R:3 method="wB97M-V/def2-TZVPD" largest_force_ev_per_a=1.9 homo_energy_ha=-0.3232 gap_ev=7.91 multiplicity=1 relative_energy_kcal_mol=22.4
Pt -0.267 0.076 0.981
F 1.247 -2.090 2.872
C 0.708 -1.443 3.923
F 1.135 -1.998 5.039
F 1.127 -0.176 3.881
S -1.148 -1.501 3.827
O -1.509 -0.355 2.978
O -1.558 -1.465 5.188
N -1.421 -2.886 3.153
S -1.980 -3.050 1.685
O -3.411 -3.104 1.610
O -1.291 -2.231 0.696
C -1.372 -4.743 1.343
F -1.974 -5.633 2.115
F -1.635 -5.010 0.068
F -0.054 -4.804 1.538
C 2.467 -1.906 -0.274
C 3.001 -0.459 -0.244
C 3.634 -0.175 1.125
C 4.019 -0.301 -1.368
P 1.483 0.600 -0.429
C 0.908 0.273 -2.142
C 1.517 0.808 -3.279
C 1.077 0.466 -4.550
C 0.022 -0.426 -4.705
C -0.610 -0.943 -3.586
C -0.171 -0.599 -2.313
C 1.894 2.459 -0.330
C 0.784 3.208 -1.074
C 3.258 2.876 -0.891
C 1.847 2.870 1.151
H 3.290 -2.598 -0.071
H 2.052 -2.152 -1.254
H 1.688 -2.078 0.474
H 4.358 -0.961 1.358
H 2.888 -0.160 1.925
H 4.163 0.781 1.138
H 4.820 -1.026 -1.189
H 4.469 0.688 -1.405
H 3.582 -0.528 -2.341
H 2.339 1.506 -3.185
H 1.565 0.889 -5.419
H -0.306 -0.712 -5.698
H -1.449 -1.621 -3.699
H -0.675 -1.004 -1.446
H 0.813 3.030 -2.148
H 0.911 4.282 -0.902
H -0.199 2.922 -0.704
H 3.375 2.627 -1.946
H 4.086 2.437 -0.333
H 3.345 3.964 -0.802
H 0.932 2.538 1.622
H 1.895 3.962 1.220
H 2.687 2.455 1.716
C -4.565 2.221 -0.129
Ge -3.654 0.571 0.449
C -4.004 -0.683 -1.002
C -4.490 0.180 2.158
C -1.807 1.247 0.388
H -5.643 2.031 -0.172
H -4.229 2.536 -1.121
H -4.387 3.041 0.574
H -5.061 -0.603 -1.269
H -3.789 -1.717 -0.724
H -3.399 -0.409 -1.871
H -5.570 0.198 1.991
H -4.226 0.957 2.879
H -4.212 -0.792 2.565
H -1.698 2.123 1.031
H -1.624 1.519 -0.649

2.
57
Properties=species:S:1:pos:R:3 method="wB97M-V/def2-TZVPD" largest_force_ev_per_a=0.5 homo_energy_ha=-0.2994 smiles=CC(C)CCN1CCN(CCCc2ccccc2)C[C@H]1CCO gap_ev=8.94 multiplicity=1 relative_energy_kcal_mol=19.3
C -3.804 0.075 1.834
C -4.086 1.301 0.970
C -5.595 1.510 0.845
C -3.458 1.165 -0.422
C -1.943 1.400 -0.446
N -1.157 0.348 0.198
C -0.194 0.925 1.123
C 0.591 -0.151 1.857
N 1.315 -0.948 0.891
C 2.236 -1.886 1.502
C 3.552 -1.215 1.897
C 4.380 -0.791 0.680
C 3.680 0.227 -0.174
C 3.247 -0.089 -1.454
C 2.610 0.855 -2.241
C 2.401 2.135 -1.759
C 2.836 2.464 -0.486
C 3.474 1.518 0.296
C 0.348 -1.577 0.020
C -0.460 -0.523 -0.745
C -1.412 -1.222 -1.723
C -2.399 -2.181 -1.048
O -3.572 -2.364 -1.812
H -2.738 -0.129 1.859
H -4.160 0.235 2.851
H -4.319 -0.792 1.426
H -3.655 2.183 1.460
H -5.818 2.421 0.294
H -6.053 1.584 1.828
H -6.046 0.671 0.318
H -3.905 1.919 -1.077
H -3.705 0.186 -0.828
H -1.615 1.540 -1.487
H -1.749 2.347 0.066
H -0.740 1.528 1.853
H 0.528 1.571 0.594
H 1.295 0.329 2.538
H -0.102 -0.776 2.452
H 1.790 -2.369 2.390
H 2.454 -2.672 0.774
H 3.347 -0.344 2.519
H 4.136 -1.921 2.493
H 4.610 -1.674 0.081
H 5.325 -0.370 1.036
H 3.408 -1.086 -1.841
H 2.279 0.592 -3.236
H 1.902 2.873 -2.371
H 2.681 3.463 -0.104
H 3.820 1.788 1.284
H 0.880 -2.197 -0.706
H -0.344 -2.217 0.594
H 0.261 0.074 -1.339
H -1.992 -0.472 -2.264
H -0.809 -1.764 -2.457
H -1.924 -3.152 -0.855
H -2.729 -1.756 -0.100
H -3.328 -2.719 -2.674

3.
72
Properties=species:S:1:pos:R:3 method="wB97M-V/def2-TZVPD" largest_force_ev_per_a=8.7 homo_energy_ha=-0.3681 smiles="CS(=O)(=O)[SiH2]CCOC=O.C[C@@H]1COC(=O)O1.C[C@@H]1COC(=O)O1.C[C@@H]1COC(=O)O1.C[C@@H]1COC(=O)O1" gap_ev=9.80 multiplicity=1
C -1.823 3.490 4.974
S -0.836 1.904 4.791
O -0.422 1.477 6.253
O -1.688 0.736 4.238
Si 0.998 2.094 3.667
C 0.851 3.081 2.021
C 1.492 2.278 0.701
O 2.452 1.238 1.101
C 2.710 0.266 0.027
O 1.891 -0.791 -0.092
H -1.735 4.230 4.070
H -1.570 3.993 6.018
H -2.966 3.156 5.054
H 1.512 0.714 3.479
H 2.022 2.761 4.505
H -0.234 3.473 1.771
H 1.513 4.065 2.160
H 2.091 3.116 0.099
H 0.665 1.883 -0.035
H 3.672 0.436 -0.650
C 0.525 -4.329 1.515
C 0.655 -4.695 0.050
C -0.271 -3.934 -0.850
O -0.418 -4.818 -1.948
C -0.228 -6.079 -1.453
O -0.459 -7.104 -2.072
O 0.253 -6.037 -0.175
H 1.062 -5.050 2.140
H 0.925 -3.329 1.707
H -0.521 -4.352 1.839
H 1.700 -4.600 -0.269
H 0.151 -2.979 -1.175
H -1.261 -3.760 -0.414
C 3.538 -3.249 -3.522
C 4.505 -2.084 -3.568
C 5.946 -2.488 -3.489
O 6.554 -1.330 -2.943
C 5.591 -0.705 -2.199
O 5.803 0.223 -1.437
O 4.363 -1.260 -2.421
H 2.513 -2.892 -3.372
H 3.577 -3.829 -4.449
H 3.761 -3.918 -2.683
H 4.305 -1.465 -4.451
H 6.370 -2.723 -4.469
H 6.129 -3.326 -2.807
C -7.389 1.797 3.710
C -7.015 2.408 5.046
C -8.062 3.320 5.611
O -7.297 4.184 6.434
C -6.045 4.228 5.885
O -5.173 5.012 6.219
O -5.902 3.279 4.912
H -6.518 1.317 3.251
H -8.182 1.053 3.828
H -7.732 2.563 3.006
H -6.738 1.619 5.755
H -8.810 2.784 6.201
H -8.569 3.927 4.853
C 1.729 1.062 -4.242
C 1.859 0.697 -5.707
C 0.933 1.458 -6.607
O 0.786 0.574 -7.705
C 0.976 -0.688 -7.211
O 0.745 -1.713 -7.829
O 1.457 -0.646 -5.932
H 2.267 0.341 -3.618
H 2.130 2.062 -4.051
H 0.683 1.039 -3.918
H 2.904 0.791 -6.026
H 1.355 2.412 -6.932
H -0.056 1.632 -6.171

4.
82
Properties=species:S:1:pos:R:3 method="wB97M-V/def2-TZVPD" total_charge=-1 largest_force_ev_per_a=0.8 homo_energy_ha="-0.1470 / -0.1530" gap_ev="6.06 / 6.22" multiplicity=4 relative_energy_kcal_mol=0.0
Co 0.365 0.185 -0.858
N 2.225 0.258 0.368
C 3.212 1.264 -0.027
C 4.506 0.658 -0.592
C 4.428 -0.560 -1.534
C 3.445 -0.545 -2.718
N 3.159 0.769 -3.281
C 4.016 1.602 -3.806
N 3.689 2.899 -3.887
N 5.223 1.154 -4.232
C 2.629 2.250 -1.050
O 3.365 3.199 -1.402
O 1.505 1.971 -1.533
H 2.028 0.287 1.361
H 2.519 -0.688 0.146
H 3.481 1.876 0.835
H 5.146 0.352 0.241
H 5.025 1.479 -1.089
H 4.184 -1.471 -0.981
H 5.450 -0.706 -1.897
H 2.470 -0.921 -2.416
H 3.790 -1.235 -3.495
H 2.224 1.124 -3.059
H 3.144 3.219 -3.056
H 4.385 3.534 -4.238
H 5.306 0.173 -4.440
H 5.801 1.774 -4.769
F -2.670 3.479 1.520
C -1.408 3.897 1.561
F -1.174 4.669 0.502
F -1.232 4.622 2.665
S -0.238 2.478 1.514
O -0.638 1.779 0.307
O 1.084 3.033 1.547
N -0.693 1.789 2.851
S -0.001 0.473 3.363
O 0.195 -0.522 2.339
O 1.084 0.690 4.276
C -1.384 -0.165 4.397
F -1.008 -1.329 4.934
F -1.686 0.679 5.383
F -2.480 -0.375 3.668
Br -3.350 0.452 -0.594
C -2.477 -1.117 0.015
C -3.200 -1.987 0.813
C -2.596 -3.176 1.178
C -1.322 -3.457 0.718
C -0.674 -2.507 -0.050
N -1.241 -1.341 -0.392
C 0.750 -2.758 -0.542
O 1.224 -3.876 -0.365
O 1.298 -1.756 -1.100
H -4.200 -1.726 1.127
H -3.124 -3.879 1.811
H -0.796 -4.372 0.943
C -0.467 2.930 -5.474
Si -1.306 2.109 -3.991
C -1.351 3.381 -2.612
C -3.095 1.783 -4.502
As -0.117 0.230 -3.357
Si -1.302 -1.543 -4.231
C -0.399 -3.133 -3.774
C -1.313 -1.434 -6.120
C -3.095 -1.806 -3.706
H -1.109 3.687 -5.938
H -0.205 2.184 -6.228
H 0.457 3.417 -5.153
H -1.665 4.356 -2.999
H -0.362 3.481 -2.160
H -2.044 3.082 -1.823
H -3.569 2.727 -4.792
H -3.663 1.356 -3.674
H -3.165 1.097 -5.349
H 0.683 -2.989 -3.752
H -0.632 -3.924 -4.494
H -0.696 -3.490 -2.785
H -0.285 -1.417 -6.488
H -1.799 -0.518 -6.463
H -1.831 -2.286 -6.572
H -3.177 -1.932 -2.624
H -3.471 -2.719 -4.182
H -3.742 -0.978 -3.997

These records have E_tot values of -137997.79954, -26319.46163, -72760.16566, -268875.08139 eV, in the order they appear.